Molecular formula: C43H57AsMoN5Si2
Method: DFT, ωB97M-V/def2-TZVPD

The molar mass comes out at 871.0 g mol⁻¹. As for the charge: +3. Its energy above the lowest of the compared OMol25 structures with the same formula, charge and spin is 0.0 kcal/mol. The largest force on an atom is 0.34 eV/A. For the orbital gap, the calculation gives 5.56 eV.

CARTESIAN COORDINATES (ANGSTROEM)
Mo -0.34178 -0.44177 0.19262
C 3.01064 -5.46240 -0.26578
C 1.74477 -6.26366 -0.39239
C 1.71808 -7.48142 -1.06608
C 0.54984 -8.22355 -1.16770
C -0.62945 -7.76483 -0.59682
C -0.63268 -6.55316 0.07535
C 0.54451 -5.82284 0.16843
N 0.51732 -4.55027 0.85659
C 0.40296 -3.39884 0.20671
N 0.20460 -3.43751 -1.11849
C 0.49215 -2.39795 -2.02542
C 0.41473 -1.03785 -1.68077
C 0.86146 -0.11827 -2.64478
C 1.28631 -0.51727 -3.89411
C 1.25174 -1.86356 -4.23331
C 0.86735 -2.82263 -3.31200
C 0.88799 -4.28412 -3.67263
N 0.44724 -2.21175 0.83967
C 0.74015 -2.24017 2.25849
C -0.31579 -2.35507 3.16097
C -0.06584 -2.39052 4.52332
C 1.24465 -2.31737 4.97485
C 2.29022 -2.21364 4.06844
C 2.06815 -2.17115 2.69357
C 3.22869 -2.09567 1.74038
H 3.83639 -5.96931 -0.75954
H 3.28129 -5.32481 0.78293
H 2.91290 -4.46975 -0.71777
H 2.63360 -7.85889 -1.50408
H 0.56302 -9.17212 -1.68770
H -1.53577 -8.35036 -0.66625
H -1.53549 -6.17753 0.54273
H 0.61065 -4.51598 1.86350
H 0.18971 -4.37434 -1.50671
H 0.91776 0.93347 -2.41350
H 1.63326 0.21682 -4.60915
H 1.55519 -2.17594 -5.22447
H 1.19625 -4.41386 -4.70684
H -0.10145 -4.74124 -3.57238
H 1.59001 -4.84885 -3.05227
H -1.32975 -2.43940 2.78825
H -0.88452 -2.48798 5.22383
H 1.45525 -2.35353 6.03545
H 3.31042 -2.16932 4.43156
H 4.03734 -1.50372 2.16865
H 2.95103 -1.66285 0.77965
H 3.63578 -3.08970 1.54499
C 1.32299 3.64145 1.48969
Si 1.82839 1.86479 1.50279
C 2.63988 1.35926 3.09086
C 2.78934 1.27070 0.01697
N 0.23520 0.86239 1.35537
C -0.79556 0.81429 2.36555
C -0.64842 1.41171 3.60659
C -1.68103 1.35061 4.53279
C -2.85139 0.67179 4.23503
C -3.00228 0.03932 3.00839
C -1.99209 0.11291 2.06364
N -2.09303 -0.50518 0.76676
Si -3.58361 -1.42471 0.11756
C -3.00067 -2.07653 -1.52199
C -4.97246 -0.21097 -0.01313
C -3.84793 -2.83962 1.28683
H 2.23494 4.23535 1.61228
H 0.67195 3.88827 2.33081
H 0.84263 3.97213 0.57063
H 3.72276 1.38588 2.94364
H 2.36994 0.35056 3.40863
H 2.41800 2.04670 3.90843
H 2.88456 2.05030 -0.74194
H 2.39210 0.37585 -0.46948
H 3.80459 1.02889 0.33867
H 0.25851 1.94349 3.85129
H -1.57087 1.85230 5.48460
H -3.66090 0.64348 4.95195
H -3.91886 -0.48622 2.78478
H -2.48313 -1.35476 -2.15250
H -3.88583 -2.40372 -2.07690
H -2.36500 -2.95566 -1.40094
H -4.79508 0.54214 -0.78296
H -5.19614 0.30343 0.92239
H -5.87417 -0.75914 -0.30172
H -2.94689 -3.45342 1.36252
H -4.63433 -3.47347 0.86597
H -4.16422 -2.56468 2.29176
C -2.45588 2.68220 -0.06772
As -1.30522 1.66461 -1.23883
C -0.06836 3.01506 -1.88574
C -2.40161 1.20962 -2.80361
C -2.75988 2.44245 -3.57841
C -3.85314 3.22226 -3.20516
C -4.17193 4.36777 -3.91807
C -3.40146 4.74288 -5.01053
C -2.32087 3.96284 -5.39855
C -2.00158 2.81740 -4.68561
H -2.85145 3.52218 -0.63741
H -1.86865 3.06019 0.76945
H -3.27545 2.07394 0.31036
H 0.01736 2.93373 -2.96678
H 0.90924 2.90752 -1.42438
H -0.48539 3.99277 -1.64858
H -3.28482 0.69987 -2.41931
H -1.82245 0.50520 -3.40122
H -4.48066 2.91791 -2.37348
H -5.03124 4.95975 -3.63287
H -3.65543 5.63274 -5.57021
H -1.73612 4.23930 -6.26569
H -1.17655 2.19200 -5.01230

Cartesian forces (eV/Å) of the 2 atoms listed first:
Mo 0.2 -0.2 -0.2
C 0.0 0.0 0.0

Löwdin population analysis, charges in e, atoms 1 to 4: Mo 1.61; C -0.02; C -0.22; C -0.01

Molecular formula: C43H57AsN4O3P2Rh
Method: DFT, ωB97M-V/def2-TZVPD

The molar mass comes out at 917.7 g mol⁻¹. As for the charge: +1. Its energy above the lowest of the compared OMol25 structures with the same formula, charge and spin is 67.6 kcal/mol. As for the spin multiplicity: 5. The largest force on an atom is 3.78 eV/A. For the orbital gap (spin up / spin down), the calculation gives 3.85 / 4.15 eV.

CARTESIAN COORDINATES (ANGSTROEM)
Rh -0.38518 -1.01431 -0.12181
C -2.74765 1.65146 -1.74095
C -1.89518 1.16230 -2.90819
C -2.53612 1.14844 -4.27597
P -1.16443 -0.47440 -2.39251
C -2.19504 -1.90069 -3.09518
C -3.51002 -1.94139 -2.28095
C -2.43946 -2.02955 -4.60032
C 0.43673 -0.66065 -3.16471
C 0.85966 -0.14807 -4.38573
C 2.01922 -0.61985 -4.97388
C 2.85089 -1.51975 -4.31623
C 2.44415 -2.06586 -3.10742
C 1.25313 -1.62639 -2.50804
N 0.74057 -2.15852 -1.34962
C 0.86189 -3.48844 -1.05554
C 1.12002 -4.52216 -1.99497
C 1.27061 -5.84540 -1.60485
C 1.23256 -6.21811 -0.24138
C 0.93599 -5.23918 0.66529
C 0.66396 -3.90916 0.30264
P 0.00702 -2.70781 1.48585
C 1.32837 -2.56078 2.78727
C 2.69663 -2.53734 2.08008
C 1.40812 -3.62674 3.89975
C -1.38784 -3.65361 2.33315
C -2.03474 -2.80884 3.43628
C -2.42453 -4.18606 1.33896
H -3.22853 2.63274 -1.98193
H -2.12003 1.79624 -0.82801
H -3.57618 0.92198 -1.53836
H -1.03281 1.84620 -2.95608
H -3.58971 0.81787 -4.20811
H -2.00021 0.53992 -4.98217
H -2.49996 2.17187 -4.70155
H -1.62914 -2.77063 -2.75104
H -4.24408 -1.27793 -2.68020
H -3.34259 -1.74794 -1.19509
H -3.92246 -2.97021 -2.35610
H -1.56593 -2.43716 -5.13887
H -2.74153 -1.09248 -5.04576
H -3.27052 -2.75840 -4.71626
H 0.15118 0.52023 -4.93342
H 2.34238 -0.25075 -5.96732
H 3.79389 -1.81614 -4.78180
H 3.01644 -2.89144 -2.64175
H 1.28713 -4.25129 -3.06757
H 1.52015 -6.61789 -2.36027
H 1.39449 -7.26496 0.03950
H 0.92268 -5.43259 1.73955
H 1.14321 -1.58131 3.22101
H 2.91280 -3.52395 1.69384
H 3.49669 -2.26458 2.78295
H 2.66165 -1.80816 1.24429
H 1.97112 -4.51331 3.53734
H 0.44886 -3.99462 4.27572
H 1.96031 -3.15975 4.71070
H -0.96425 -4.50494 2.88146
H -2.58057 -1.95480 3.03022
H -1.30635 -2.41286 4.16257
H -2.78228 -3.43628 3.99707
H -2.57763 -3.43870 0.55615
H -3.33703 -4.35279 1.93062
H -2.09549 -5.13293 0.86232
C 1.08023 7.75706 -0.17436
O 1.03574 7.79894 1.28787
C -0.07164 7.39953 1.94791
C -1.37675 7.28578 1.38792
C -2.31885 6.45207 2.01464
C -1.95282 5.81091 3.21087
C -0.85366 6.34585 3.97322
C 0.13632 7.01848 3.32635
N -2.45345 4.61686 3.60698
N -3.21719 3.89605 2.82336
C -2.97236 2.55149 2.74813
C -4.07937 1.71048 2.43810
C -3.99806 0.52329 1.73370
C -2.67688 0.15649 1.22920
O -2.45884 -0.84718 0.42172
C -1.55245 0.87425 1.69884
N -0.31287 0.35361 1.38298
C 0.81081 0.83956 2.01621
C 0.71451 1.81804 3.05478
C -0.53646 2.39882 3.29139
C -1.66734 1.99981 2.56932
H 2.13231 7.77169 -0.42097
H 0.60948 8.63113 -0.58603
H 0.58155 6.87191 -0.58692
H -1.64110 7.75498 0.40836
H -3.34378 6.24383 1.68266
H -0.81598 6.15983 5.06996
H 1.09851 7.07895 3.85561
H -5.06435 2.08745 2.68166
H -4.86843 -0.10224 1.47806
H 1.76843 0.42175 1.68522
H 1.57904 2.17328 3.63154
H -0.62735 3.17844 4.06994
C 4.61688 1.43137 0.88617
As 3.91586 0.36090 -0.62221
C 4.95332 -1.30919 -0.60994
C 4.36853 1.37605 -2.18587
O 2.25240 0.05917 -0.51687
H 5.15607 2.27522 0.45298
H 5.28911 0.80439 1.51460
H 3.76026 1.81845 1.44515
H 5.68785 -1.19272 -1.40095
H 4.29679 -2.17719 -0.77945
H 5.52885 -1.38294 0.31919
H 5.30820 0.99291 -2.61591
H 4.59175 2.43577 -1.93202
H 3.56210 1.38921 -2.95777

Cartesian forces (eV/Å) of the 2 atoms listed first:
Rh 0.5 -0.2 -1.3
C -1.0 0.4 0.1

Löwdin population analysis, charges in e, atoms 1 to 4: Rh 0.91; C -0.13; C -0.54; C -0.12